(1)
Here is a molecular structure, C39H35CsI2N4O3Se from the Open Molecules 2025 dataset. Energies are from the ωB97M-V functional and the def2-TZVPD basis.

Each line ends with the Löwdin charge.
Atoms and positions in Å:
Cs: 0.779 -0.140 1.100  0.92
I: 1.126 4.112 9.101  0.73
I: 2.434 -0.488 5.443  0.85
Se: 2.439 1.451 -1.840  0.52
O: -1.130 1.032 -1.068  -0.22
O: -1.120 -2.274 1.658  -0.20
O: 1.343 1.664 3.395  -0.27
N: -0.758 3.570 2.834  -0.05
N: -2.217 -2.677 -1.090  0.06
N: -2.161 1.321 2.086  0.12
N: -1.562 -1.607 -1.017  0.06
C: -1.087 1.109 -3.487  -0.04
C: -1.419 -0.948 -4.697  -0.11
C: -2.777 2.199 2.878  -0.26
C: -4.919 1.248 2.390  -0.08
C: 0.740 4.003 6.081  -0.15
C: -0.975 2.445 -1.040  -0.10
C: -3.148 -4.675 -0.253  -0.11
C: 7.466 0.162 -5.323  -0.08
C: -4.680 -7.018 -0.736  -0.13
C: 3.972 1.052 -2.893  -0.61
C: 2.479 0.490 -4.852  -0.12
C: -1.783 -3.273 1.306  -0.39
C: 1.300 2.151 4.560  -0.51
C: -2.010 -4.335 2.289  -0.01
C: -4.099 -6.806 0.490  -0.07
C: -4.157 2.199 3.049  -0.04
C: 3.838 0.633 -4.230  -0.32
C: -1.556 -1.624 -3.493  -0.03
C: 0.787 3.473 4.811  -0.17
C: -4.502 -6.051 -1.739  -0.12
C: 6.380 0.880 -3.162  -0.05
C: 1.690 1.990 7.003  -0.27
C: -1.906 3.174 3.628  -0.18
C: -3.763 -4.917 -1.508  -0.04
C: 4.969 0.352 -4.994  -0.05
C: 0.282 4.242 3.612  -0.17
C: 6.253 0.468 -4.484  -0.31
C: -2.733 -5.440 2.032  -0.05
C: -4.278 0.327 1.579  -0.06
C: 1.197 3.273 7.176  -0.77
C: 5.278 1.168 -2.368  -0.32
C: -3.339 -5.654 0.750  -0.19
C: -2.362 -3.496 0.010  -0.15
C: -1.187 0.417 -4.688  -0.11
C: 1.731 1.454 5.729  -0.65
C: -1.474 -0.951 -2.281  -0.17
C: 5.492 1.606 -0.948  -0.12
C: -1.224 0.430 -2.282  -0.25
C: -2.898 0.404 1.457  -0.13
H: -1.553 -4.164 3.257  0.11
H: -1.048 0.955 -5.618  0.10
H: 1.112 4.423 2.925  0.12
H: 7.176 -0.193 -6.314  0.06
H: -0.855 2.162 -3.496  0.10
H: -2.497 4.056 3.897  0.12
H: 2.556 0.130 -5.881  0.06
H: 1.947 1.444 -4.841  0.06
H: 2.035 1.409 7.848  0.07
H: 6.556 1.630 -0.700  0.06
H: -0.072 2.755 -1.571  0.03
H: -5.264 -7.910 -0.927  0.08
H: -5.996 1.228 2.508  0.10
H: 7.374 0.977 -2.731  0.10
H: -4.818 -0.444 1.046  0.10
H: -1.714 -2.694 -3.464  0.10
H: -1.856 2.932 -1.471  0.10
H: 4.971 0.942 -0.255  0.06
H: 1.850 -0.191 -4.274  0.06
H: -1.611 2.692 4.576  0.13
H: -0.891 2.718 0.011  0.07
H: -4.954 -6.197 -2.714  0.09
H: -3.638 -4.179 -2.287  0.09
H: -0.346 2.710 2.482  0.05
H: -2.875 -6.196 2.799  0.10
H: 4.835 0.029 -6.024  0.10
H: -1.468 -1.491 -5.633  0.09
H: -4.218 -7.533 1.287  0.10
H: 8.099 1.044 -5.462  0.07
H: 0.339 5.001 6.225  0.09
H: -0.091 5.220 3.940  0.11
H: 8.090 -0.610 -4.865  0.07
H: 5.055 2.592 -0.778  0.06
H: -4.617 2.939 3.693  0.10
H: -2.364 -0.306 0.836  0.06

## Properties
HOMO-LUMO gap ... 5.13 eV
ΔE to the lowest compared entry with this formula, charge and spin ... 0.0 kJ/mol
Total charge ... -2
Spin multiplicity ... 1

***

(2)
Here is a molecular structure, C39H35F6IrN6O8S3 from the Open Molecules 2025 dataset. Energies are from the ωB97M-V functional and the def2-TZVPD basis.

Each line ends with the Mulliken spin population.
Atoms and positions in Å:
Ir: 0.482 0.186 -0.423  0.01
S: -2.579 -3.774 -1.726  0.00
S: -3.333 1.014 1.074  0.00
S: -2.368 -1.063 -1.934  0.00
F: -2.764 -2.132 -4.335  0.00
F: -0.954 -3.874 0.377  0.00
F: -2.394 -5.477 0.267  0.00
F: -3.040 -3.504 0.851  0.00
F: -2.210 -0.056 -4.365  0.00
F: -0.705 -1.562 -4.041  0.00
O: -3.555 -4.741 -2.089  0.00
O: 2.020 1.430 -0.086  0.00
O: -0.705 1.766 -0.611  0.00
O: -1.291 -3.753 -2.369  0.00
O: 0.324 0.268 1.694  0.05
O: -1.086 -1.100 -1.178  0.00
O: -0.647 2.152 4.880  -0.03
O: -3.098 0.154 -1.872  0.00
N: -4.614 -0.252 2.983  0.00
N: 1.761 1.238 3.956  -0.01
N: 0.993 0.118 -2.336  0.00
N: 1.902 -1.259 -0.353  0.00
N: -4.198 1.996 3.383  0.00
N: -3.250 -2.319 -1.653  0.00
C: 0.632 0.997 -3.205  0.00
C: -1.363 3.979 -4.042  0.00
C: 0.490 5.008 2.820  -0.14
C: 4.205 2.224 2.687  -0.01
C: 1.130 2.340 3.386  0.37
C: 4.803 1.031 2.831  0.01
C: 1.732 3.008 2.194  -0.10
C: -1.934 -2.206 3.051  0.02
C: 1.572 4.492 2.199  0.34
C: -0.866 2.409 -1.738  0.00
C: -1.543 -2.262 4.409  0.00
C: -2.004 4.254 -2.819  0.00
C: -0.497 2.928 -4.103  0.00
C: -0.016 2.887 3.939  -0.22
C: -1.323 -1.388 2.143  -0.02
C: -4.086 0.924 2.553  0.01
C: -6.780 -1.164 6.461  0.00
C: -0.226 2.113 -2.974  0.00
C: 3.116 2.441 1.698  -0.02
C: -0.522 -1.472 4.817  0.01
C: -4.897 -0.084 5.414  0.00
C: 2.973 -1.228 0.335  0.00
C: -5.635 -0.388 6.550  0.00
C: -0.378 4.195 3.602  0.44
C: 2.773 1.230 0.886  0.03
C: -1.973 -1.230 -3.787  0.00
C: -2.213 -4.183 0.048  0.00
C: 1.863 -1.024 -2.682  0.00
C: -1.761 3.503 -1.703  0.00
C: -7.178 -1.655 5.224  0.00
C: -6.459 -1.343 4.083  0.00
C: 0.107 -0.555 3.921  0.06
C: 1.760 -2.078 -1.561  0.00
C: -1.514 2.823 5.791  0.02
C: 1.212 0.122 4.428  0.01
C: -0.289 -0.502 2.533  0.03
C: 3.335 -0.074 1.182  0.00
C: 4.357 -0.120 2.076  0.00
C: -5.325 -0.540 4.170  0.00
H: 2.548 -2.826 -1.655  0.00
H: -0.004 2.686 -5.038  0.00
H: 0.994 0.865 -4.224  0.00
H: -5.303 -0.022 7.513  0.00
H: -1.565 4.581 -4.916  0.00
H: 2.223 5.100 1.584  0.02
H: -0.179 -1.498 5.845  0.00
H: -2.263 3.693 -0.763  0.00
H: -1.254 4.640 4.048  0.01
H: 2.755 1.346 4.110  0.01
H: 4.885 -1.057 2.219  0.00
H: -4.924 2.009 4.083  0.00
H: -2.457 3.079 5.307  -0.01
H: -2.038 -2.938 5.091  0.00
H: 3.702 -2.031 0.229  0.00
H: -3.969 0.466 5.497  0.00
H: 1.742 -0.315 5.270  -0.01
H: -6.776 -1.715 3.116  0.00
H: -2.735 -2.851 2.723  0.01
H: -1.624 -1.384 1.107  0.00
H: 0.781 -2.555 -1.567  0.00
H: 5.632 0.910 3.514  0.00
H: -1.702 2.116 6.594  0.00
H: 0.269 6.063 2.733  0.00
H: -3.951 2.869 2.949  0.00
H: -7.352 -1.397 7.349  0.00
H: 2.896 -0.671 -2.747  0.00
H: -2.714 5.070 -2.763  0.00
H: -4.630 -0.951 2.256  0.00
H: 3.457 3.206 0.989  0.00
H: -8.060 -2.276 5.145  0.00
H: -1.041 3.721 6.192  -0.01
H: 1.574 -1.461 -3.634  0.00
H: 4.551 3.084 3.249  0.00
H: 1.062 2.699 1.368  0.12

## Properties
HOMO-LUMO gap (alpha / beta) ... 4.97 / 5.08 eV
ΔE to the lowest compared entry with this formula, charge and spin ... 290.0 kJ/mol
Total charge ... +1
Spin multiplicity ... 2
⟨S²⟩ ... 0.8012

***

(3)
Here is a molecular structure, C39H35NO3P2V from the Open Molecules 2025 dataset. Energies are from the ωB97M-V functional and the def2-TZVPD basis.

Each line ends with the Löwdin charge.
Atoms and positions in Å:
V: 0.298 -0.245 0.758  0.74
P: 2.205 -1.226 -0.306  1.05
P: -1.269 0.391 2.456  1.05
O: -1.427 2.656 0.203  0.07
O: -0.219 -0.026 -5.436  -0.05
O: -0.319 0.272 -0.679  -0.29
N: 1.135 -1.081 2.261  -0.17
C: -0.831 2.020 3.128  -0.35
C: -5.813 -0.203 2.151  -0.07
C: 1.169 -4.401 -2.741  -0.07
C: 3.330 -0.553 -1.553  -0.36
C: -0.651 0.542 -4.302  -0.27
C: -1.951 2.279 -3.319  -0.01
C: -5.229 -0.011 3.398  -0.06
C: -2.002 2.720 -0.864  -0.38
C: 0.644 -3.484 -0.180  -0.09
C: 0.918 3.653 3.448  -0.06
C: -1.565 1.907 -2.026  -0.09
C: 2.443 -1.606 2.338  -0.37
C: 5.331 -0.726 -2.881  -0.06
C: 1.803 -3.253 -2.276  -0.09
C: -1.509 1.627 -4.442  0.02
C: -0.739 0.782 -1.908  -0.21
C: -1.732 2.867 3.762  -0.07
C: -0.800 -0.741 3.831  -0.24
C: 2.725 -1.941 3.621  -0.03
C: -3.659 0.017 1.111  -0.09
C: 3.060 0.687 -2.127  -0.09
C: 4.475 -1.259 -1.930  -0.09
C: 1.562 -1.641 4.412  -0.03
C: 0.824 -0.988 -5.346  -0.05
C: 3.271 -1.742 1.095  -0.23
C: 0.492 2.425 2.966  -0.10
C: -3.863 0.202 3.503  -0.10
C: -0.298 0.101 -3.032  0.06
C: 0.622 -1.138 3.577  -0.37
C: -5.027 -0.194 1.007  -0.07
C: 5.052 0.510 -3.457  -0.06
C: 3.922 1.217 -3.080  -0.07
C: 0.011 -4.625 -0.648  -0.06
C: -1.307 4.098 4.240  -0.06
C: 0.267 -5.080 -1.935  -0.07
C: -3.180 3.649 -1.025  0.00
C: 0.015 4.491 4.085  -0.07
C: -3.068 0.228 2.357  -0.35
C: 1.545 -2.785 -0.991  -0.34
H: 1.207 1.776 2.474  0.09
H: 1.636 -0.628 -4.708  0.09
H: -0.907 -0.256 4.797  0.10
H: -1.801 1.941 -5.436  0.13
H: 4.148 -1.097 1.112  0.10
H: 6.221 -1.272 -3.171  0.11
H: 1.386 -4.765 -3.740  0.11
H: 5.725 0.923 -4.198  0.11
H: 3.658 -2.363 3.972  0.11
H: 0.457 -3.149 0.836  0.10
H: -2.849 4.565 -1.524  0.10
H: 2.178 1.236 -1.826  0.10
H: -3.419 0.338 4.483  0.11
H: 0.316 -0.778 -2.894  0.10
H: -6.881 -0.366 2.074  0.11
H: -5.839 -0.034 4.293  0.11
H: -3.553 3.911 -0.037  0.09
H: -1.461 -1.608 3.807  0.10
H: 0.343 5.454 4.455  0.11
H: 3.612 -2.767 0.961  0.10
H: 3.712 2.184 -3.522  0.11
H: -2.770 2.580 3.870  0.10
H: -5.477 -0.350 0.034  0.11
H: 1.194 -1.130 -6.356  0.10
H: 4.693 -2.221 -1.481  0.12
H: -3.043 0.011 0.219  0.09
H: -0.235 -5.965 -2.309  0.11
H: 0.446 -1.934 -4.958  0.09
H: -2.593 3.142 -3.440  0.12
H: 2.509 -2.735 -2.913  0.10
H: -0.679 -5.165 -0.010  0.11
H: -2.013 4.756 4.732  0.11
H: 1.949 3.957 3.322  0.11
H: 1.450 -1.788 5.478  0.11
H: -3.980 3.206 -1.621  0.09

## Properties
HOMO-LUMO gap (alpha / beta) ... 7.46 / 7.47 eV
ΔE to the lowest compared entry with this formula, charge and spin ... 0.0 kJ/mol
Total charge ... +1
Spin multiplicity ... 1

***

(4)
Here is a molecular structure, C39H36MnN3O4S2 from the Open Molecules 2025 dataset. Energies are from the ωB97M-V functional and the def2-TZVPD basis.

Each line ends with the Mulliken spin population.
Atoms and positions in Å:
Mn: -13.080 -16.997 -0.492  4.36
S: -13.069 -18.914 1.043  0.02
S: -15.329 -19.794 2.736  0.02
O: -12.181 -17.754 -2.110  0.11
O: -8.822 -16.630 -2.698  0.00
O: -8.270 -17.132 -0.516  0.00
O: -11.668 -15.789 0.013  0.12
N: -15.208 -17.231 -0.011  0.10
N: -14.116 -15.521 -1.407  0.09
N: -15.692 -18.087 0.912  -0.03
C: -9.654 -14.682 -0.040  0.00
C: -14.730 -18.811 1.478  0.03
C: -10.891 -20.386 -6.123  0.00
C: -10.983 -13.983 -4.961  0.00
C: -12.976 -15.485 -3.635  0.04
C: -9.752 -17.166 -0.541  0.03
C: -9.253 -17.589 3.713  0.00
C: -8.468 -12.672 0.672  0.00
C: -9.907 -13.966 -1.257  0.00
C: -13.322 -14.711 -2.297  -0.06
C: -9.951 -17.347 -2.073  0.02
C: -9.947 -18.465 -4.910  0.00
C: -10.331 -15.997 0.312  0.00
C: -9.153 -17.118 2.398  0.00
C: -11.182 -17.294 -2.943  0.02
C: -10.728 -15.308 -4.527  -0.01
C: -14.034 -13.642 -3.100  0.01
C: -6.775 -15.706 -1.840  0.00
C: -11.589 -15.991 -3.719  0.05
C: -10.202 -16.341 1.804  -0.04
C: -9.360 -12.716 -1.518  0.00
C: -6.869 -18.121 -2.171  0.00
C: -13.429 -14.300 -4.439  0.00
C: -8.913 -13.969 0.928  0.00
C: -12.316 -13.539 -5.018  0.00
C: -11.159 -18.408 -4.156  -0.01
C: -15.453 -15.467 -1.456  0.10
C: -12.229 -19.286 -4.403  0.00
C: -11.107 -16.157 4.123  0.00
C: -16.201 -14.393 -2.160  0.00
C: -7.733 -16.883 -1.829  0.00
C: -16.042 -16.527 -0.772  0.04
C: -10.258 -17.136 4.569  0.00
C: -8.776 -11.978 -0.493  0.00
C: -9.816 -19.477 -5.884  0.00
C: -15.505 -13.569 -2.975  0.02
C: -13.879 -20.372 3.640  0.00
C: -11.158 -15.881 2.750  0.02
C: -12.020 -20.316 -5.365  0.00
H: -14.174 -20.390 4.700  0.00
H: -13.061 -19.677 3.432  0.00
H: -8.524 -18.308 4.110  0.00
H: -11.900 -15.212 2.379  0.00
H: -10.238 -13.277 -5.302  0.00
H: -7.289 -14.751 -1.751  0.00
H: -7.431 -19.059 -2.183  0.00
H: -10.860 -21.188 -6.855  0.00
H: -13.714 -16.262 -3.715  -0.03
H: -6.204 -18.309 -1.361  0.00
H: -8.877 -19.659 -6.342  0.00
H: -9.440 -12.282 -2.492  0.00
H: -8.020 -12.153 1.505  0.00
H: -10.384 -14.457 -2.034  0.00
H: -8.184 -17.386 1.842  0.00
H: -13.170 -19.264 -3.923  0.00
H: -10.014 -18.152 -0.064  -0.03
H: -8.561 -10.971 -0.554  0.00
H: -12.524 -12.683 -5.594  0.00
H: -6.321 -18.075 -3.136  0.00
H: -9.179 -17.765 -4.662  0.00
H: -8.738 -14.457 1.875  0.00
H: -17.091 -16.795 -0.699  0.00
H: -6.017 -15.840 -1.046  0.00
H: -11.827 -15.664 4.771  0.00
H: -12.502 -14.275 -1.810  -0.02
H: -13.592 -12.673 -2.784  0.00
H: -9.722 -15.650 -4.653  0.00
H: -17.254 -14.219 -1.902  0.00
H: -13.570 -21.379 3.373  0.00
H: -12.786 -21.115 -5.373  0.00
H: -10.365 -17.454 5.595  0.00
H: -9.627 -18.365 -2.177  0.00
H: -6.238 -15.661 -2.842  0.00
H: -16.038 -12.737 -3.368  0.00
H: -14.306 -14.418 -5.092  0.00

## Properties
HOMO-LUMO gap (alpha / beta) ... 5.65 / 6.25 eV
Total charge ... -1
Spin multiplicity ... 6
⟨S²⟩ ... 8.7762

***

(5)
Here is a molecular structure, C39H37AsOP2SZr from the Open Molecules 2025 dataset. Energies are from the ωB97M-V functional and the def2-TZVPD basis.

Each line ends with the Löwdin charge.
Atoms and positions in Å:
Zr: 0.867 -0.143 -0.525  1.33
As: -0.626 -2.322 0.366  1.02
S: -1.071 1.112 0.888  1.05
P: 1.807 0.138 1.959  1.01
P: -1.392 0.289 -2.019  1.01
O: 0.281 1.637 0.105  -0.65
C: -1.376 1.911 4.822  0.01
C: -0.410 -3.655 -1.028  -0.23
C: -2.414 1.621 -1.285  -0.33
C: -2.521 -2.016 0.545  -0.25
C: 1.050 1.302 -3.031  -0.15
C: -4.053 -2.711 -4.181  -0.01
C: -2.691 -2.656 -4.458  -0.03
C: 2.700 -2.189 1.067  -0.22
C: 0.780 0.922 4.402  -0.03
C: -0.816 1.356 -4.523  -0.05
C: -3.825 -0.924 -2.591  -0.09
C: -2.892 3.201 0.546  -0.01
C: 4.032 3.504 2.305  -0.02
C: 0.509 0.806 3.043  -0.33
C: -4.620 -1.847 -3.253  -0.02
C: 3.167 1.283 1.981  -0.35
C: -0.012 1.973 -5.470  0.00
C: 3.323 -3.388 3.461  0.00
C: 5.507 1.718 1.611  -0.03
C: -2.261 2.074 0.045  -0.37
C: -3.963 3.451 -1.597  0.02
C: -0.158 1.454 5.287  0.02
C: -0.305 1.024 -3.263  -0.36
C: -0.260 -3.278 1.998  -0.23
C: 5.301 3.048 1.958  0.00
C: -0.711 1.356 2.594  -0.37
C: 2.403 -1.518 2.260  -0.41
C: 1.869 1.914 -3.966  -0.02
C: 2.959 2.631 2.309  -0.07
C: -3.276 2.343 -2.097  -0.03
C: 4.445 0.830 1.615  -0.07
C: 3.301 -3.436 1.044  -0.04
C: -1.888 -1.737 -3.805  -0.10
C: -1.665 1.869 3.458  -0.03
C: -3.766 3.883 -0.297  0.02
C: 2.741 -2.126 3.466  -0.03
C: 3.603 -4.037 2.264  0.00
C: 1.318 2.263 -5.194  0.01
C: -2.454 -0.865 -2.866  -0.40
H: -2.717 -1.558 1.514  0.05
H: 0.729 -3.723 1.966  0.03
H: 2.561 -1.716 0.067  0.05
H: -0.425 2.231 -6.437  0.14
H: -0.836 -1.679 -4.065  0.11
H: 1.740 0.602 4.791  0.13
H: 3.551 -3.924 0.111  0.13
H: -1.843 1.122 -4.774  0.12
H: 6.137 3.735 1.967  0.14
H: 1.932 2.753 -5.938  0.14
H: -0.353 -2.618 2.858  0.05
H: -4.678 -3.423 -4.704  0.13
H: -2.624 2.223 3.106  0.12
H: -2.928 -1.410 -0.257  -0.01
H: -4.282 4.762 0.068  0.14
H: -4.646 3.987 -2.244  0.14
H: -5.683 -1.885 -3.054  0.13
H: -3.431 2.053 -3.128  0.13
H: 1.603 1.101 -2.088  0.03
H: 6.498 1.371 1.351  0.13
H: 3.577 -3.864 4.399  0.14
H: -2.108 2.319 5.507  0.14
H: -0.306 -3.219 -2.021  0.01
H: 3.887 4.540 2.580  0.13
H: 0.466 -4.258 -0.790  0.05
H: 2.555 -1.635 4.412  0.12
H: 4.075 -5.011 2.279  0.14
H: -2.715 3.564 1.547  0.12
H: -1.301 -4.283 -1.025  0.06
H: -2.260 -3.319 -5.196  0.13
H: -1.020 -4.059 2.055  0.07
H: -2.992 -2.999 0.520  0.07
H: 1.978 2.997 2.583  0.11
H: 2.909 2.113 -3.748  0.13
H: -4.285 -0.247 -1.880  0.11
H: 0.075 1.506 6.343  0.14
H: 4.626 -0.211 1.377  0.11

## Properties
HOMO-LUMO gap ... 6.27 eV
Total charge ... +4
Spin multiplicity ... 1